No. 1
82
Properties=species:S:1:pos:R:3:forces:R:3 method="wB97M-V/def2-TZVPD" multiplicity=1 e_tot_ha=-2443.7885 gap_ev=1.8 e_lumo_ha=-0.1311 largest_force_ev_per_a=3.42
C -1.045192 -6.332840 -2.208795 -0.400 -0.189 0.056
N -0.322314 -5.221239 -1.636927 0.551 0.090 -0.221
C 0.957268 -4.943404 -2.022111 0.469 -0.817 -0.651
O 1.607170 -5.584305 -2.844295 -0.798 1.030 1.152
C 1.408956 -3.703030 -1.246741 0.479 -0.666 -0.026
C 1.740904 -2.541925 -2.184783 -0.207 0.336 -0.179
C 2.887510 -2.846138 -3.127788 0.048 -0.044 -0.010
C 2.679908 -2.848953 -4.509942 0.158 -0.139 0.233
C 3.723560 -3.172957 -5.378017 0.097 0.028 0.278
C 4.986704 -3.487216 -4.859671 -0.252 0.077 0.144
C 5.199201 -3.472381 -3.475751 -0.255 0.086 0.028
C 4.148804 -3.148182 -2.611291 0.009 -0.029 -0.418
N 0.260999 -3.448394 -0.368997 0.278 1.250 0.950
C 0.272162 -2.456927 0.544967 0.240 -0.674 -0.780
C -0.796034 -2.166658 1.388994 -0.640 0.367 0.690
C -0.847899 -1.168054 2.357731 0.506 -0.503 -0.578
C -1.982026 -0.950782 3.208179 -1.114 0.110 0.736
C -1.973650 0.067203 4.218714 0.237 -0.481 -0.641
C -3.064777 0.288194 5.036536 -0.793 -0.350 0.129
C -4.222717 -0.508612 4.893583 1.776 -0.198 -1.195
N -5.346399 -0.300323 5.736033 -2.683 0.554 2.039
O -6.357359 -1.023580 5.576546 1.930 1.181 0.113
O -5.289950 0.595761 6.608676 0.159 -1.571 -1.667
C -4.268804 -1.522531 3.919402 0.053 0.292 0.269
C -3.176887 -1.739210 3.098739 0.375 0.375 0.124
C -0.861708 -4.376341 -0.578678 -0.432 -0.415 -0.348
C -2.115329 -3.658102 -1.101123 0.079 0.129 -0.136
C -1.137058 -5.237432 0.662092 0.232 -0.036 0.036
H -0.415891 -6.788531 -2.977786 -0.086 0.153 0.195
H -1.282473 -7.083578 -1.443701 0.090 0.094 -0.193
H -1.984730 -5.992573 -2.662638 0.211 -0.094 0.029
H 2.300942 -3.965950 -0.645934 -0.405 0.067 -0.206
H 0.835048 -2.314795 -2.768260 0.240 0.080 0.164
H 1.975411 -1.662686 -1.564800 -0.076 -0.125 -0.230
H 1.680753 -2.619504 -4.885294 0.315 -0.057 -0.029
H 3.543081 -3.181681 -6.454181 0.124 -0.009 0.316
H 5.803568 -3.742820 -5.534784 -0.214 0.067 0.192
H 6.178590 -3.712425 -3.059239 -0.255 0.063 -0.194
H 4.289201 -3.136535 -1.528428 0.153 -0.015 -0.289
H 1.201164 -1.879304 0.587512 -0.323 -0.148 0.000
H -1.679568 -2.790809 1.281555 0.398 0.384 0.109
H 0.030363 -0.534395 2.502864 -0.233 -0.056 -0.017
H -1.078113 0.678956 4.347444 -0.274 -0.186 -0.083
H -3.072906 1.060423 5.801559 0.115 -0.147 -0.200
H -5.171669 -2.120695 3.832104 0.217 0.120 -0.002
H -3.258305 -2.537118 2.359359 0.047 0.288 0.231
H -1.869452 -3.146547 -2.043063 -0.127 -0.172 0.250
H -2.909146 -4.393774 -1.282325 0.187 0.229 0.042
H -2.483637 -2.908827 -0.397963 -0.065 -0.178 -0.206
H -0.221619 -5.791017 0.913777 -0.294 0.065 -0.036
H -1.415874 -4.633923 1.527136 -0.036 -0.237 -0.116
H -1.946751 -5.944998 0.445638 0.217 0.176 0.096
C 0.733027 5.005184 -4.757553 -0.002 -0.038 -0.231
C -0.324846 4.901552 -3.699491 0.152 0.543 0.709
O 0.132006 5.619405 -2.515176 -0.774 -0.335 -0.465
C -0.861772 5.742140 -1.568080 0.586 -0.574 1.648
C -0.342945 5.382527 -0.232466 0.820 0.535 -2.685
O -1.092529 5.559283 0.837383 -0.656 0.662 1.716
C -1.259449 6.912538 1.421398 0.243 -1.111 -0.665
S 1.415718 4.932416 -0.093476 -2.109 0.548 0.354
C 1.465771 4.635722 1.682734 0.191 0.090 0.080
C 2.321266 5.397306 2.479431 -0.284 -0.150 -0.024
C 2.346380 5.181926 3.859178 -0.091 -0.143 -0.132
C 1.517661 4.209517 4.425529 -0.003 0.012 -0.062
C 0.647646 3.463633 3.620682 0.171 0.172 -0.275
C 0.615535 3.685818 2.243520 0.201 -0.242 0.215
O 1.614090 3.672240 -0.782738 0.514 0.262 0.174
O 2.273146 6.073687 -0.340436 0.293 -0.533 -0.069
O -2.021000 6.055030 -1.808729 0.639 -0.106 -0.082
H 0.426262 4.353118 -5.575406 0.128 -0.023 -0.174
H 0.806494 6.022439 -5.148064 0.101 -0.063 0.112
H 1.706033 4.671153 -4.390115 -0.103 0.087 0.001
H -1.269770 5.348012 -4.025183 0.108 -0.214 0.048
H -0.472864 3.857222 -3.399949 -0.115 0.094 -0.050
H -1.964230 6.737403 2.231853 0.046 0.269 -0.020
H -0.293345 7.265429 1.796029 -0.142 -0.006 -0.057
H -1.666105 7.575673 0.654519 0.046 -0.036 0.137
H 2.939020 6.162988 2.014814 -0.106 -0.196 0.051
H 3.020771 5.783604 4.471824 -0.254 -0.263 -0.077
H 1.545211 4.030462 5.500034 -0.012 0.072 -0.228
H -0.013285 2.703620 4.044546 0.229 0.325 0.015
H -0.056926 3.110418 1.607555 0.155 0.209 0.090



No. 2
16
Properties=species:S:1:pos:R:3:forces:R:3 method="wB97M-V/def2-TZVPD" multiplicity=3 e_tot_ha=-1214.9806 gap_ev="7.0 / 6.0" e_lumo_ha="0.0338 / -0.1078" largest_force_ev_per_a=4.48
C -2.340108 2.671732 -0.271540 1.099 -0.324 -1.084
C -1.661940 2.329614 0.799973 -0.455 0.206 1.314
N 1.327121 -1.579843 0.338402 0.003 -3.952 -2.115
N 1.920296 0.847943 0.789107 -1.207 0.328 3.354
P 0.886114 -3.216955 0.264850 -0.214 1.163 1.181
P 2.464287 1.088288 -0.737047 -0.067 0.366 -2.263
P 1.117934 -0.504006 1.451733 -0.514 2.436 2.724
H -2.093321 2.335633 -1.291164 0.070 0.143 0.633
H 0.595068 -3.402669 1.712113 -0.208 0.136 -1.219
H -3.047232 3.440315 -0.202776 -1.463 0.625 0.075
H -1.980621 2.614858 1.816623 0.142 0.276 -0.654
H -0.784391 1.739395 0.803144 0.580 -0.911 -0.310
H 1.751954 1.621273 1.444251 0.677 -0.153 -0.638
H 2.150670 -3.730861 0.473945 0.745 -0.560 -0.159
H 1.211460 1.570551 -1.342587 0.634 -0.612 -0.117
H 2.284259 -0.327566 -0.971307 0.179 0.834 -0.722



No. 3
20
Properties=species:S:1:pos:R:3:forces:R:3 method="wB97M-V/def2-TZVPD" multiplicity=1 e_tot_ha=-328.1501 total_charge=+1 gap_ev="8.1 / 7.3" e_lumo_ha="-0.2055 / -0.2247" largest_force_ev_per_a=3.47
C 0.583596 -1.514209 1.496336 1.856 0.587 -2.283
C 1.820058 -1.035648 1.048388 -2.917 -0.248 1.106
C 0.601355 -0.601191 0.488200 -0.003 1.014 -0.625
C 3.240382 -1.129004 1.243204 1.572 -0.129 3.095
C 0.823312 1.741357 -1.227968 1.617 1.388 -0.942
C -2.401603 0.024334 -0.633404 1.020 -3.141 0.168
C -0.669080 1.609848 -1.020135 1.509 1.235 -1.048
N -1.029457 0.300790 -1.114073 -1.217 -1.608 1.902
H -0.104362 -2.259868 1.739320 -0.638 -1.020 1.501
H 3.566645 -0.904668 2.373419 -1.282 -0.528 -2.114
H 3.848744 -0.426924 0.728105 0.244 0.388 -1.043
H 3.576777 -2.166203 1.126027 -0.050 0.209 -0.275
H 1.106349 2.777751 -1.718972 -0.479 -2.206 0.948
H 1.330431 1.676343 -0.242948 -0.292 0.205 -0.457
H 1.224015 0.861912 -1.836834 -0.697 1.432 0.579
H -2.469162 -0.485382 0.384316 0.522 1.153 -0.890
H -2.731219 -0.835205 -1.246059 -0.099 0.556 -0.071
H -3.089789 0.826400 -0.712702 -0.356 1.062 0.143
H -1.151904 2.048630 -1.905229 -0.187 -0.252 -0.853
H -1.130439 2.279775 -0.314044 -0.124 -0.097 1.160



No. 4
20
Properties=species:S:1:pos:R:3:forces:R:3 method="wB97M-V/def2-TZVPD" multiplicity=3 e_tot_ha=-633.6557 gap_ev="7.1 / 8.5" e_lumo_ha="0.0288 / -0.0392" largest_force_ev_per_a=9.10
C -1.995574 -0.886601 -1.234219 -0.546 -2.073 -0.121
C -1.302194 1.280466 0.669622 0.573 2.369 0.092
C -0.179592 -1.247511 1.299651 2.738 0.348 2.133
C 1.030126 0.303588 -1.130055 2.250 -1.508 1.287
N 3.160640 -0.134320 -0.063548 4.582 -4.299 0.919
N 2.222488 0.652044 -0.199826 -7.263 5.337 -1.270
O 4.180464 0.277520 0.530967 1.044 -0.239 0.257
Si -0.592871 -0.279431 -0.199010 0.467 2.104 0.828
H -1.690799 -0.973240 -2.272943 0.080 -0.118 -0.276
H -2.237760 -1.999588 -0.894132 0.034 2.458 -0.660
H -2.860048 -0.186589 -1.249781 0.414 -0.771 0.403
H -0.694782 1.928627 1.414052 -0.436 -1.677 -0.818
H -1.583035 2.157521 -0.011809 -0.219 -1.513 0.450
H -2.178849 0.904403 1.231925 0.174 0.452 -0.353
H -0.035926 -2.344631 1.291248 -0.550 0.562 0.103
H 0.898695 -0.864881 1.589502 -1.607 -0.677 -0.800
H -0.690012 -0.822821 2.217936 -0.082 -1.040 -1.142
H 1.540946 -0.387824 -1.860541 -0.894 0.433 0.661
H 0.877348 1.208441 -1.648420 -0.554 1.074 -0.771
H 2.130733 1.414828 0.519387 -0.206 -1.221 -0.921



No. 5
10
Properties=species:S:1:pos:R:3:forces:R:3 method="wB97M-V/def2-TZVPD" multiplicity=1 e_tot_ha=-469.2503 total_charge=+1 gap_ev="8.8 / 8.1" e_lumo_ha="-0.1634 / -0.2218" largest_force_ev_per_a=4.62
C -0.475628 -2.157015 -0.386938 1.563 2.253 0.631
C 0.129214 -1.122251 -0.168533 -0.299 0.827 0.072
C 0.619024 0.173023 0.118422 0.043 -0.279 -0.696
N -0.426736 1.253334 -0.440900 1.417 -4.324 -0.803
I 2.706811 0.557042 0.200512 -1.352 0.059 -0.205
H -0.875613 -3.090086 -0.255685 -0.959 -1.827 -0.239
H 0.292413 0.177443 2.550295 -0.044 0.057 -0.413
H -0.662127 0.976146 -1.427250 0.098 0.512 1.042
H -0.130375 2.170238 -0.371360 0.948 2.536 0.181
H -1.176983 1.062122 0.181438 -1.416 0.185 0.430



No. 6
62
Properties=species:S:1:pos:R:3:forces:R:3 method="wB97M-V/def2-TZVPD" multiplicity=1 e_tot_ha=-3438.7414 gap_ev="6.6 / 6.6" e_lumo_ha="-0.0481 / -0.0481" largest_force_ev_per_a=2.85
Rh 0.376753 -0.024408 0.268623 -1.020 2.014 1.734
C -2.723989 -0.668283 1.805072 0.036 0.036 0.171
C -1.713391 0.425097 1.546782 -0.606 -0.153 -0.286
C -1.720167 1.060487 0.270575 -1.087 0.236 -0.094
C -2.693085 0.592196 -0.787678 -0.012 0.071 0.058
C -0.939733 2.194576 0.042019 -0.378 -0.270 -0.219
C -1.105379 2.946915 -1.246310 0.223 0.120 0.031
C -0.000741 2.596692 1.020377 0.216 0.012 -0.213
C 0.849207 3.810130 0.752135 0.071 -0.037 -0.049
C 0.110695 1.884305 2.212781 0.156 -0.089 0.124
C 1.226853 2.208907 3.175047 -0.032 0.044 0.006
C -0.836763 0.867481 2.529894 0.332 -0.380 -0.017
C -0.904884 0.282026 3.918329 0.030 -0.043 -0.003
H -2.580796 -1.512866 1.130054 -0.006 0.025 -0.010
H -3.738939 -0.300971 1.643064 0.016 0.006 0.007
H -2.665793 -1.049413 2.819963 0.010 -0.002 -0.011
H -3.578902 1.233942 -0.802354 0.008 -0.023 -0.018
H -3.022475 -0.427495 -0.618406 -0.007 -0.006 0.004
H -2.252495 0.626779 -1.781652 0.011 -0.011 -0.003
H -1.991413 3.586250 -1.186212 0.013 -0.019 -0.028
H -1.232373 2.275784 -2.090678 0.010 -0.009 0.001
H -0.246668 3.572385 -1.471302 -0.023 0.003 0.021
H 1.549744 3.632695 -0.067795 -0.015 -0.028 0.015
H 1.416717 4.120060 1.623003 -0.013 0.004 0.003
H 0.214420 4.646456 0.456979 0.000 -0.017 0.002
H 0.986532 3.073468 3.799630 -0.028 -0.019 -0.007
H 2.144312 2.436007 2.634867 -0.016 -0.005 -0.005
H 1.448147 1.373963 3.834019 0.006 0.023 -0.012
H -0.261317 0.803351 4.618208 -0.012 0.011 -0.001
H -0.632061 -0.775417 3.934385 0.023 0.016 -0.005
H -1.923368 0.361623 4.299860 0.002 -0.019 -0.007
O 2.468662 -5.373339 -2.474841 -0.421 0.144 0.099
C 1.246897 -5.241264 -2.713738 0.542 -0.994 -0.846
O 0.438867 -5.947034 -3.336779 0.137 0.279 0.328
C 0.725795 -3.979244 -2.126254 -0.295 0.895 0.614
C 0.031389 -3.999025 -0.909689 -0.063 -0.312 -0.315
C -0.275594 -2.833520 -0.268410 -0.405 0.511 -0.007
N 0.023103 -1.624998 -0.783015 0.827 -1.265 0.029
C 0.646392 -1.587229 -1.987449 -0.247 -0.514 0.424
C 0.996147 -2.714341 -2.672164 -0.111 -0.303 -0.329
C 0.971886 -0.220151 -2.425585 0.128 1.058 -0.019
O 1.088982 0.117513 -3.573031 0.161 -0.064 -0.096
O 1.061346 0.635928 -1.404558 0.820 -0.383 -0.713
H -0.249217 -4.945553 -0.466477 0.022 0.012 0.000
H -0.808637 -2.824649 0.672698 0.134 -0.015 0.109
H 1.503739 -2.607048 -3.621758 0.025 -0.027 0.020
C 4.122149 -2.105991 2.944160 0.211 0.050 0.120
Ge 2.814035 -2.336172 1.517126 -0.065 0.212 0.120
C 3.707167 -2.768887 -0.133428 0.053 -0.056 -0.345
C 1.623295 -3.739172 2.158966 -0.143 -0.171 0.102
C 1.929629 -0.581681 1.431318 0.405 -0.335 -0.798
H 4.761255 -2.991570 2.974234 0.006 0.056 0.065
H 3.620091 -2.010852 3.909312 0.034 0.002 -0.013
H 4.754470 -1.229524 2.792242 -0.001 -0.041 -0.001
H 4.566144 -3.406088 0.080183 0.009 0.018 -0.025
H 4.063175 -1.860953 -0.624654 0.030 -0.027 0.017
H 3.073649 -3.315292 -0.833319 0.032 -0.029 0.011
H 2.062616 -4.172775 3.058550 -0.036 -0.032 -0.012
H 1.512949 -4.526960 1.416080 -0.029 -0.020 0.018
H 0.633009 -3.360317 2.418678 0.025 -0.022 0.015
H 1.572511 -0.296798 2.425635 0.062 -0.091 -0.015
H 2.656351 0.158166 1.077590 0.247 -0.024 0.258



No. 7
11
Properties=species:S:1:pos:R:3:forces:R:3 method="wB97M-V/def2-TZVPD" multiplicity=1 e_tot_ha=-393.7097 gap_ev=11.5 smiles="N#CC(C#N)C(N)=O" e_lumo_ha=0.0178 largest_force_ev_per_a=3.39
N 1.345542 2.158499 0.660064 -0.325 -0.942 -0.966
C 0.933162 1.312452 -0.013729 -0.217 0.923 0.722
C 0.290038 0.167593 -0.692879 -1.663 1.086 1.070
C 1.071013 -0.989235 -0.379997 2.241 -2.526 -0.266
N 1.707735 -1.910124 -0.056979 -1.287 1.681 -0.573
C -1.195500 -0.043755 -0.091535 0.975 0.109 0.394
N -1.209262 -1.016810 0.831377 -0.952 -1.132 1.262
O -2.116946 0.641538 -0.455122 0.424 -0.252 0.039
H -0.028968 0.388792 -1.700643 0.919 -0.181 -0.670
H -0.409967 -1.648612 1.077700 -1.258 1.186 -0.505
H -2.125880 -1.175764 1.291528 1.141 0.049 -0.506



No. 8
12
Properties=species:S:1:pos:R:3:forces:R:3 method="wB97M-V/def2-TZVPD" multiplicity=8 e_tot_ha=-1241.7751 gap_ev="3.0 / 6.6" e_lumo_ha="-0.0756 / -0.0271" largest_force_ev_per_a=4.58
O 1.805725 -1.146632 -0.911751 -0.113 -2.413 0.332
C 1.697679 -0.987203 0.347304 3.351 0.115 -3.118
C -0.318515 0.136345 -0.716140 -1.814 2.940 -0.354
O 2.079337 -1.610415 1.317825 -0.810 -0.275 0.353
O 1.688303 0.406384 0.465995 0.047 4.278 1.481
C 0.398187 0.968818 0.129574 -0.126 -3.792 1.511
H -1.328843 -0.164533 -0.408362 -0.118 0.952 -0.148
H -0.250682 0.237228 -1.802439 1.133 -1.455 0.317
H 0.034831 1.294473 1.108903 -0.403 0.111 -0.358
Tb 4.172328 0.277555 -0.220493 -1.161 -0.460 -0.013
O -4.542617 0.174899 0.213715 0.628 -0.161 -0.185
H -5.435736 0.413085 0.475864 -0.613 0.159 0.182



Repeat the second record exactly.
16
Properties=species:S:1:pos:R:3:forces:R:3 method="wB97M-V/def2-TZVPD" multiplicity=3 e_tot_ha=-1214.9806 gap_ev="7.0 / 6.0" e_lumo_ha="0.0338 / -0.1078" largest_force_ev_per_a=4.48
C -2.340108 2.671732 -0.271540 1.099 -0.324 -1.084
C -1.661940 2.329614 0.799973 -0.455 0.206 1.314
N 1.327121 -1.579843 0.338402 0.003 -3.952 -2.115
N 1.920296 0.847943 0.789107 -1.207 0.328 3.354
P 0.886114 -3.216955 0.264850 -0.214 1.163 1.181
P 2.464287 1.088288 -0.737047 -0.067 0.366 -2.263
P 1.117934 -0.504006 1.451733 -0.514 2.436 2.724
H -2.093321 2.335633 -1.291164 0.070 0.143 0.633
H 0.595068 -3.402669 1.712113 -0.208 0.136 -1.219
H -3.047232 3.440315 -0.202776 -1.463 0.625 0.075
H -1.980621 2.614858 1.816623 0.142 0.276 -0.654
H -0.784391 1.739395 0.803144 0.580 -0.911 -0.310
H 1.751954 1.621273 1.444251 0.677 -0.153 -0.638
H 2.150670 -3.730861 0.473945 0.745 -0.560 -0.159
H 1.211460 1.570551 -1.342587 0.634 -0.612 -0.117
H 2.284259 -0.327566 -0.971307 0.179 0.834 -0.722